[1]
{
  "formula": "C5H11NO",
  "method": "ωB97M-V/def2-TZVPD",
  "lumo_energy_ev": 0.8,
  "orbital_gap_ha": 0.344,
  "smiles": "C=C/C(N)=C/C.O",
  "fmax_ev_per_a": 1.90,
  "mol_weight_g_mol": 101.149,
  "energy_ha": -327.05211,
  "elements": ["C", "N", "C", "C", "C", "C", "H", "H", "H", "H", "H", "H", "H", "H", "H", "H", "H", "O"],
  "xyz": [[-0.996, -2.155, -0.634], [-0.033, 0.620, -0.908], [-0.536, 0.114, 0.355], [-1.118, -1.082, 0.415], [-0.679, 2.442, 1.220], [-0.618, 1.125, 1.411], [-1.539, -3.047, -0.321], [0.049, -2.423, -0.817], [-1.415, -1.838, -1.591], [-0.804, 1.029, -1.426], [0.326, -0.101, -1.523], [-1.481, -1.443, 1.371], [-0.921, 2.975, 0.314], [-0.587, 3.032, 2.127], [-0.624, 0.786, 2.442], [3.780, -0.196, -1.560], [2.657, -0.093, -0.533], [3.060, -0.695, -1.170]],
  "nbo_charge": [-0.661, -0.864, 0.100, -0.180, -0.375, -0.217, 0.220, 0.228, 0.213, 0.365, 0.375, 0.197, 0.199, 0.194, 0.207, 0.470, 0.478, -0.947]
}

[2]
{
  "formula": "C5H11NO",
  "method": "ωB97M-V/def2-TZVPD",
  "lumo_energy_ev": 0.9,
  "orbital_gap_ha": 0.349,
  "smiles": "C/C=C(C)/N=C\\O.[H][H]",
  "fmax_ev_per_a": 0.63,
  "mol_weight_g_mol": 101.149,
  "energy_ha": -327.03750,
  "elements": ["C", "C", "C", "C", "N", "C", "O", "H", "H", "H", "H", "H", "H", "H", "H", "H", "H", "H"],
  "xyz": [[-1.888, 0.326, -1.177], [-0.659, -0.331, -0.620], [0.265, 0.244, 0.167], [0.270, 1.702, 0.560], [1.119, -0.567, 0.950], [2.089, -1.217, 0.465], [2.562, -1.157, -0.790], [-1.874, 1.413, -1.066], [-2.030, 0.085, -2.236], [-2.780, -0.045, -0.650], [-1.303, -1.389, 1.500], [-0.601, -1.410, -0.758], [2.001, -0.520, -1.265], [0.380, 2.368, -0.302], [-0.663, 1.965, 1.071], [1.094, 1.895, 1.252], [-0.628, -1.443, 1.819], [2.647, -1.920, 1.080]],
  "nbo_charge": [-0.646, -0.235, 0.114, -0.661, -0.512, 0.434, -0.671, 0.212, 0.217, 0.218, -0.036, 0.204, 0.492, 0.221, 0.225, 0.230, 0.023, 0.169]
}

[3]
{
  "formula": "C5H11NO",
  "method": "ωB97M-V/def2-TZVPD",
  "lumo_energy_ev": 1.0,
  "orbital_gap_ha": 0.389,
  "smiles": "CC[C@@H](C)NC=O",
  "fmax_ev_per_a": 1.49,
  "mol_weight_g_mol": 101.149,
  "energy_ha": -327.11264,
  "elements": ["C", "C", "C", "C", "N", "C", "O", "H", "H", "H", "H", "H", "H", "H", "H", "H", "H", "H"],
  "xyz": [[-1.761, -0.767, -0.813], [-1.232, 0.331, 0.103], [0.286, 0.553, 0.000], [0.723, 1.784, 0.800], [1.050, -0.638, 0.385], [1.686, -1.562, -0.366], [2.255, -2.478, 0.206], [-1.577, -0.543, -1.871], [-1.286, -1.727, -0.584], [-2.841, -0.888, -0.686], [-1.742, 1.278, -0.121], [-1.471, 0.089, 1.148], [0.526, 0.746, -1.057], [0.172, 2.674, 0.469], [0.525, 1.651, 1.870], [1.791, 1.977, 0.665], [1.229, -1.027, 1.317], [1.665, -1.455, -1.463]],
  "nbo_charge": [-0.612, -0.402, -0.040, -0.608, -0.636, 0.525, -0.632, 0.202, 0.212, 0.216, 0.204, 0.200, 0.196, 0.215, 0.208, 0.219, 0.412, 0.120]
}

[4]
{
  "formula": "C5H11NO",
  "method": "ωB97M-V/def2-TZVPD",
  "lumo_energy_ev": [0.5, 0.5],
  "orbital_gap_ha": [0.274, 0.274],
  "fmax_ev_per_a": 0.45,
  "mol_weight_g_mol": 101.149,
  "energy_ha": -326.97277,
  "elements": ["C", "C", "C", "C", "N", "C", "O", "H", "H", "H", "H", "H", "H", "H", "H", "H", "H", "H"],
  "xyz": [[0.104, -0.913, -2.232], [0.304, -1.183, -0.740], [-0.369, -0.176, 0.196], [-0.220, -0.377, 1.710], [0.253, 1.150, 0.056], [0.182, 1.883, 1.175], [-0.903, 2.245, 1.856], [-0.961, -0.897, -2.489], [0.525, 0.056, -2.531], [0.586, -1.681, -2.846], [-0.101, -2.169, -0.480], [1.375, -1.220, -0.493], [-1.430, -0.099, -0.089], [-1.287, 1.365, 2.075], [-0.933, -1.108, 2.124], [0.795, -0.746, 1.919], [1.108, 1.236, -0.479], [0.972, 2.633, 1.270]],
  "nbo_charge": [-0.610, -0.418, -0.080, -0.845, -0.573, 0.533, -0.687, 0.207, 0.193, 0.214, 0.220, 0.193, 0.186, 0.528, 0.185, 0.179, 0.399, 0.176]
}